1.
{"formula": "C23H24N3O8S2", "method": "ωB97M-V/def2-TZVPD", "species": ["C", "N", "C", "C", "C", "C", "C", "C", "C", "C", "O", "N", "C", "C", "O", "N", "C", "C", "O", "C", "C", "H", "H", "H", "H", "H", "H", "H", "H", "H", "H", "H", "H", "H", "H", "H", "H", "H", "C", "O", "C", "S", "O", "O", "C", "C", "C", "C", "C", "C", "S", "O", "O", "H", "H", "H", "H", "H", "H", "H"], "positions_angstrom": [[-0.84, 6.37, 1.35], [-1.72, 5.32, 1.84], [-2.15, 5.54, 3.22], [-1.55, 4.00, 1.36], [-0.37, 3.27, 1.62], [-0.25, 1.96, 1.20], [-1.28, 1.37, 0.44], [-1.21, 0.00, -0.04], [-1.83, -1.01, 0.66], [-2.23, -2.22, -0.07], [-2.10, -2.31, -1.30], [-2.75, -3.27, 0.69], [-3.29, -4.41, -0.02], [-2.51, -3.43, 2.08], [-2.65, -4.50, 2.67], [-2.07, -2.29, 2.76], [-1.89, -2.50, 4.19], [-1.73, -1.07, 2.14], [-1.29, -0.16, 2.84], [-2.46, 2.09, 0.20], [-2.60, 3.38, 0.64], [-0.74, 6.33, 0.26], [-1.29, 7.33, 1.63], [0.16, 6.33, 1.79], [-2.95, 4.82, 3.47], [-1.30, 5.43, 3.92], [-2.50, 6.57, 3.29], [0.43, 3.75, 2.19], [0.62, 1.36, 1.46], [-1.00, -0.18, -1.09], [-3.31, -5.25, 0.66], [-4.32, -4.16, -0.30], [-2.71, -4.58, -0.92], [-1.66, -1.55, 4.65], [-2.81, -2.92, 4.61], [-1.09, -3.23, 4.37], [-3.25, 1.59, -0.36], [-3.52, 3.95, 0.44], [1.21, -1.64, 0.64], [2.24, -0.77, 0.00], [2.33, -0.84, -1.30], [2.91, 0.46, -2.44], [1.77, 1.07, -3.09], [4.00, 1.25, -1.90], [3.70, -0.70, -3.57], [3.43, -2.05, -3.41], [4.10, -2.98, -4.20], [5.06, -2.57, -5.13], [5.32, -1.21, -5.29], [4.63, -0.28, -4.52], [2.28, -2.46, -2.08], [2.97, -3.44, -1.26], [0.97, -2.73, -2.62], [1.16, -1.25, 1.65], [0.29, -1.50, 0.07], [1.48, -2.69, 0.57], [3.83, -4.02, -4.13], [5.56, -3.29, -5.77], [6.04, -0.86, -6.03], [4.76, 0.78, -4.68]], "homo_energy_ev": -2.8, "lumo_ev": 1.46, "total_charge": -1, "gap_ha": 0.156, "e_above_lowest_kj_mol": 74.9}

2.
{"formula": "C12H19N2O3", "method": "ωB97M-V/def2-TZVPD", "species": ["C", "C", "O", "N", "C", "C", "N", "C", "C", "H", "H", "H", "H", "H", "H", "H", "H", "H", "H", "H", "H", "H", "H", "H", "C", "C", "C", "O", "C", "C", "C", "O", "H", "H", "H", "H"], "positions_angstrom": [[-0.71, -0.62, -4.81], [0.57, -1.16, -4.21], [0.25, -1.78, -2.92], [1.27, -1.65, -1.97], [1.00, -2.69, -0.92], [-0.28, -2.34, -0.17], [-0.28, -1.00, 0.39], [0.03, 0.00, -0.62], [1.33, -0.27, -1.35], [-1.50, -0.60, -4.06], [-0.57, 0.40, -5.17], [-1.05, -1.23, -5.64], [1.04, -1.93, -4.81], [1.30, -0.37, -4.03], [2.15, -1.87, -2.45], [1.87, -2.65, -0.26], [0.97, -3.65, -1.42], [-0.41, -3.07, 0.62], [-1.13, -2.43, -0.85], [0.40, -0.93, 1.15], [-0.80, 0.03, -1.33], [0.11, 0.96, -0.13], [2.16, -0.32, -0.65], [1.57, 0.44, -2.13], [-0.53, 3.58, 4.75], [0.08, 3.47, 3.58], [-0.11, 2.28, 2.72], [0.46, 2.18, 1.65], [-1.02, 1.21, 3.20], [-1.63, 1.32, 4.37], [-1.44, 2.51, 5.25], [-2.00, 2.60, 6.31], [-0.41, 4.43, 5.40], [0.75, 4.23, 3.19], [-1.14, 0.36, 2.54], [-2.30, 0.55, 4.75]], "homo_energy_ev": -12.4, "lumo_ev": -3.64, "total_charge": 1, "gap_ha": 0.322, "e_above_lowest_kj_mol": 274.8}

3.
{"formula": "C43H46CsN4OP2S", "method": "ωB97M-V/def2-TZVPD", "species": ["Cs", "C", "N", "P", "C", "C", "C", "C", "C", "C", "C", "C", "C", "C", "C", "C", "P", "C", "C", "C", "C", "C", "C", "C", "C", "C", "C", "C", "C", "H", "H", "H", "H", "H", "H", "H", "H", "H", "H", "H", "H", "H", "H", "H", "H", "H", "H", "H", "H", "H", "H", "H", "O", "N", "C", "C", "C", "C", "C", "S", "H", "H", "H", "H", "C", "C", "N", "C", "C", "N", "C", "C", "H", "H", "H", "H", "H", "H", "H", "H", "H", "H", "H", "H", "C", "C", "C", "C", "C", "C", "C", "H", "H", "H", "H", "H", "H", "H"], "positions_angstrom": [[0.64, 0.08, -1.77], [-2.57, 3.32, 0.43], [-2.50, 1.96, -0.12], [-2.07, 2.03, -1.87], [-3.19, 3.20, -2.51], [-2.71, 4.31, -3.27], [-3.56, 5.21, -3.86], [-4.98, 5.08, -3.73], [-5.46, 4.01, -2.96], [-4.62, 3.10, -2.36], [-2.80, 0.43, -2.49], [-3.70, -0.41, -1.85], [-4.22, -1.53, -2.49], [-3.85, -1.83, -3.79], [-2.96, -0.99, -4.45], [-2.46, 0.13, -3.82], [-2.07, 0.71, 0.93], [-3.31, 1.01, 2.29], [-2.99, 1.57, 3.53], [-3.97, 1.77, 4.49], [-5.29, 1.42, 4.23], [-5.62, 0.86, 3.00], [-4.63, 0.65, 2.05], [-0.53, 1.17, 1.73], [-0.06, 0.32, 2.90], [0.88, 1.16, 3.73], [1.79, 1.93, 3.07], [1.69, 2.20, 1.69], [0.43, 1.92, 1.11], [-3.58, 3.73, 0.32], [-1.89, 4.00, -0.11], [-2.27, 3.31, 1.48], [-1.64, 4.43, -3.40], [-3.14, 6.03, -4.43], [-5.65, 5.78, -4.20], [-6.53, 3.90, -2.82], [-5.04, 2.30, -1.76], [-4.00, -0.20, -0.83], [-4.92, -2.17, -1.96], [-4.24, -2.71, -4.29], [-2.66, -1.20, -5.47], [-1.81, 0.81, -4.36], [-1.96, 1.86, 3.72], [-3.70, 2.22, 5.44], [-6.05, 1.58, 4.98], [-6.64, 0.58, 2.79], [-4.90, 0.20, 1.10], [-0.90, -0.02, 3.52], [0.93, 1.03, 4.80], [2.58, 2.42, 3.64], [2.39, 2.86, 1.19], [0.19, 2.39, 0.15], [2.71, -0.59, -3.04], [3.28, 0.38, -3.71], [4.59, 0.64, -3.45], [5.28, 1.64, -4.08], [4.59, 2.41, -5.03], [3.28, 2.14, -5.29], [2.56, 1.10, -4.64], [0.93, 0.75, -4.96], [5.00, 0.00, -2.69], [6.31, 1.81, -3.83], [5.09, 3.22, -5.54], [2.71, 2.72, -6.00], [3.46, -3.13, -1.33], [4.55, -4.14, -0.88], [4.51, -4.32, 0.58], [3.16, -4.75, 0.95], [2.12, -3.68, 0.54], [2.78, -2.58, -0.16], [3.77, -1.96, 0.71], [4.78, -3.03, 1.21], [2.72, -3.62, -1.97], [3.87, -2.31, -1.91], [5.55, -3.79, -1.14], [4.41, -5.12, -1.35], [3.14, -4.93, 2.03], [2.97, -5.71, 0.46], [1.62, -3.27, 1.42], [1.35, -4.10, -0.11], [3.26, -1.49, 1.55], [4.27, -1.17, 0.15], [4.70, -3.17, 2.29], [5.81, -2.74, 0.99], [0.63, -0.94, 2.32], [1.16, -1.88, 3.35], [0.41, -2.98, 3.76], [0.89, -3.87, 4.72], [2.14, -3.67, 5.28], [2.90, -2.57, 4.89], [2.42, -1.69, 3.93], [1.43, -0.56, 1.68], [-0.08, -1.46, 1.67], [-0.57, -3.14, 3.32], [0.28, -4.71, 5.01], [2.52, -4.36, 6.02], [3.88, -2.41, 5.32], [3.01, -0.84, 3.62]], "homo_energy_ev": [1.2, -0.7], "lumo_ev": [3.54, 3.54], "total_charge": -2, "gap_ha": [0.086, 0.156], "spin_multiplicity": 2, "e_above_lowest_kj_mol": 41.5}

4.
{"formula": "C16H14FN3O2S", "method": "ωB97M-V/def2-TZVPD", "species": ["O", "C", "N", "C", "C", "C", "C", "C", "C", "H", "F", "H", "H", "H", "H", "C", "H", "H", "S", "C", "N", "C", "C", "N", "C", "C", "C", "C", "C", "O", "H", "H", "H", "H", "H", "H", "H"], "positions_angstrom": [[-0.11, 1.06, -1.55], [-0.48, -0.08, -1.68], [-1.70, -0.56, -1.36], [-2.74, 0.10, -0.69], [-2.78, 1.48, -0.54], [-3.84, 2.07, 0.13], [-4.87, 1.30, 0.64], [-4.81, -0.07, 0.48], [-3.77, -0.69, -0.18], [-3.76, -1.76, -0.28], [-5.81, -0.83, 0.97], [-5.71, 1.75, 1.16], [-3.86, 3.14, 0.25], [-1.98, 2.08, -0.93], [-1.81, -1.57, -1.40], [0.45, -1.14, -2.26], [0.07, -1.51, -3.21], [1.44, -0.71, -2.40], [0.57, -2.61, -1.17], [0.52, -1.80, 0.38], [-0.58, -1.57, 1.06], [-0.18, -0.90, 2.17], [1.18, -0.74, 2.16], [1.63, -1.33, 1.01], [2.99, -1.39, 0.55], [3.53, -0.02, 0.28], [2.98, 1.10, -0.26], [4.00, 2.08, -0.25], [5.09, 1.49, 0.29], [4.82, 0.22, 0.63], [6.08, 1.85, 0.50], [3.91, 3.09, -0.61], [1.97, 1.22, -0.62], [3.62, -1.87, 1.31], [3.00, -2.01, -0.35], [1.84, -0.28, 2.85], [-0.90, -0.58, 2.90]], "homo_energy_ev": -8.6, "lumo_ev": 0.50, "gap_ha": 0.334, "smiles": "O=C(CSc1nccn1Cc1ccco1)Nc1cccc(F)c1", "e_above_lowest_kj_mol": 15.4}

5.
{"formula": "C21H33BrN2O13S2", "method": "ωB97M-V/def2-TZVPD", "species": ["O", "C", "C", "C", "C", "C", "S", "C", "C", "Br", "C", "N", "S", "N", "C", "H", "H", "H", "H", "H", "H", "H", "H", "H", "C", "O", "C", "O", "O", "C", "H", "H", "H", "H", "H", "H", "C", "O", "C", "O", "O", "C", "H", "H", "H", "H", "H", "H", "C", "O", "C", "O", "O", "C", "H", "H", "H", "H", "H", "H", "C", "O", "C", "O", "O", "C", "H", "H", "H", "H", "H", "H"], "positions_angstrom": [[6.78, 0.11, -0.05], [5.46, 0.00, 0.40], [4.40, -0.62, -0.34], [4.73, -1.22, -1.77], [5.05, -2.77, -1.52], [6.61, -3.03, -1.26], [6.81, -4.11, 0.24], [2.98, -0.80, 0.14], [2.62, -0.31, 1.45], [0.81, -0.56, 2.12], [3.68, 0.36, 2.26], [3.60, 0.90, 3.52], [5.09, 1.53, 3.95], [6.04, 1.15, 2.60], [5.13, 0.55, 1.78], [6.94, 0.97, -0.48], [3.86, -1.07, -2.47], [5.62, -0.67, -2.19], [4.64, -3.44, -2.32], [4.53, -3.07, -0.56], [7.17, -2.09, -1.04], [7.01, -3.49, -2.19], [5.71, -4.94, 0.24], [2.22, -1.30, -0.51], [-1.28, -3.76, -4.49], [-2.08, -3.54, -3.33], [-1.44, -2.86, -2.36], [-0.31, -2.46, -2.41], [-2.28, -2.71, -1.33], [-1.73, -2.00, -0.22], [-1.89, -4.32, -5.21], [-0.98, -2.82, -4.95], [-0.40, -4.36, -4.25], [-1.45, -0.99, -0.51], [-0.87, -2.54, 0.19], [-2.50, -1.94, 0.55], [-3.37, 2.83, 5.14], [-2.18, 3.63, 5.15], [-1.11, 3.03, 4.63], [-1.07, 1.91, 4.18], [-0.08, 3.88, 4.70], [1.15, 3.36, 4.17], [-4.17, 3.42, 5.58], [-3.65, 2.57, 4.12], [-3.23, 1.93, 5.74], [1.04, 3.12, 3.11], [1.47, 2.48, 4.74], [1.91, 4.13, 4.28], [-9.23, -3.77, -2.12], [-8.07, -2.94, -2.08], [-6.96, -3.53, -2.56], [-6.89, -4.64, -3.01], [-5.95, -2.65, -2.46], [-4.70, -3.14, -2.95], [-10.05, -3.19, -1.70], [-9.48, -4.03, -3.15], [-9.09, -4.67, -1.52], [-4.77, -3.38, -4.01], [-4.38, -4.02, -2.38], [-3.97, -2.36, -2.82], [-1.82, 5.23, 1.81], [-1.43, 6.06, 0.72], [-0.29, 5.69, 0.13], [0.39, 4.74, 0.44], [-0.04, 6.54, -0.87], [1.16, 6.26, -1.60], [-2.75, 5.62, 2.21], [-2.00, 4.21, 1.47], [-1.07, 5.25, 2.60], [1.10, 5.28, -2.07], [2.03, 6.32, -0.94], [1.26, 7.02, -2.37]], "homo_energy_ev": -8.6, "lumo_ev": -0.97, "gap_ha": 0.281}

6.
{"formula": "C17H28B11Br6NO4S4Sr", "method": "ωB97M-V/def2-TZVPD", "species": ["Sr", "C", "C", "S", "C", "C", "S", "C", "C", "S", "H", "H", "H", "H", "H", "H", "H", "H", "H", "H", "H", "H", "Br", "B", "B", "C", "B", "B", "B", "B", "B", "Br", "B", "Br", "B", "Br", "B", "Br", "B", "Br", "H", "H", "H", "H", "H", "H", "C", "O", "C", "C", "H", "H", "H", "H", "H", "H", "O", "C", "N", "S", "O", "O", "C", "C", "C", "C", "C", "C", "H", "H", "H", "H"], "positions_angstrom": [[0.68, 1.45, -0.91], [-1.50, -4.80, 0.69], [-1.11, -3.72, 1.69], [-0.72, -2.10, 1.01], [-2.32, -1.57, 0.35], [-2.67, -1.99, -1.08], [-1.35, -1.73, -2.27], [-0.75, -3.36, -2.84], [-1.16, -4.65, -2.14], [-0.27, -5.08, -0.62], [-2.46, -4.58, 0.22], [-1.63, -5.75, 1.22], [-0.21, -4.02, 2.23], [-1.90, -3.62, 2.43], [-2.31, -0.47, 0.39], [-3.10, -1.89, 1.04], [-3.50, -1.37, -1.42], [-3.01, -3.02, -1.12], [0.34, -3.28, -2.84], [-1.07, -3.44, -3.88], [-0.95, -5.46, -2.84], [-2.23, -4.69, -1.95], [1.71, -0.32, 4.42], [1.79, 1.60, 4.24], [3.30, 2.52, 4.32], [2.82, 4.06, 4.82], [2.05, 2.74, 5.56], [1.18, 4.25, 5.21], [1.88, 4.97, 3.74], [3.19, 3.90, 3.18], [2.50, 2.34, 2.77], [3.16, 1.24, 1.30], [1.61, 3.86, 2.41], [1.31, 4.36, 0.54], [0.35, 4.08, 3.66], [-1.33, 4.92, 3.22], [0.45, 2.68, 4.80], [-0.55, 1.45, 1.95], [0.73, 2.45, 3.08], [-1.10, 1.98, 5.70], [4.36, 2.10, 4.63], [3.51, 4.61, 5.44], [2.30, 2.48, 6.69], [0.87, 4.94, 6.11], [2.01, 6.14, 3.70], [4.19, 4.37, 2.75], [3.02, -2.62, -0.28], [2.62, -2.06, -1.55], [2.12, -0.88, -1.54], [1.72, -0.40, -2.88], [2.54, -3.59, -0.20], [2.69, -1.96, 0.52], [4.10, -2.73, -0.29], [1.81, -1.12, -3.70], [2.31, 0.50, -3.10], [0.67, -0.09, -2.85], [-3.59, 1.54, -1.95], [-2.71, 2.06, -2.60], [-1.37, 1.78, -2.50], [-0.54, 2.43, -3.69], [-0.25, 1.51, -4.76], [0.68, 3.00, -3.08], [-1.77, 3.57, -4.23], [-1.74, 4.58, -5.17], [-2.94, 5.22, -5.45], [-4.12, 4.83, -4.82], [-4.14, 3.80, -3.89], [-2.95, 3.18, -3.59], [-0.82, 4.87, -5.66], [-2.96, 6.03, -6.17], [-5.04, 5.35, -5.06], [-5.05, 3.50, -3.39]], "homo_energy_ev": -8.6, "lumo_ev": -0.04, "gap_ha": 0.315, "e_above_lowest_kj_mol": 0.0}

7.
{"formula": "C32H58F13N3O4PS", "method": "ωB97M-V/def2-TZVPD", "species": ["C", "C", "C", "C", "N", "P", "C", "C", "C", "C", "F", "F", "C", "F", "F", "C", "F", "F", "C", "F", "F", "C", "F", "F", "C", "F", "F", "F", "C", "S", "O", "O", "H", "H", "H", "H", "H", "H", "H", "H", "H", "H", "H", "H", "H", "H", "H", "H", "H", "H", "H", "H", "H", "H", "C", "C", "C", "C", "C", "C", "N", "O", "C", "C", "C", "H", "H", "H", "H", "H", "H", "H", "H", "H", "H", "H", "H", "H", "H", "H", "H", "H", "H", "C", "C", "C", "C", "C", "C", "N", "O", "C", "C", "C", "H", "H", "H", "H", "H", "H", "H", "H", "H", "H", "H", "H", "H", "H", "H", "H", "H", "H"], "positions_angstrom": [[0.47, 0.73, 2.83], [0.63, 1.46, 1.38], [-0.84, 2.00, 0.92], [-1.37, 1.30, -0.44], [-2.85, 1.05, -0.41], [-3.18, -0.63, 0.23], [-3.20, -2.48, 0.83], [-4.71, -0.85, -0.89], [-5.93, -1.68, -0.35], [-6.37, -2.97, -1.20], [-7.53, -2.62, -1.96], [-5.42, -3.34, -2.20], [-6.57, -4.31, -0.36], [-5.32, -4.80, 0.11], [-7.04, -5.30, -1.27], [-7.57, -4.28, 0.87], [-6.89, -3.90, 2.05], [-7.93, -5.64, 1.10], [-8.95, -3.52, 0.66], [-8.87, -2.13, 0.61], [-9.53, -4.07, -0.52], [-10.05, -3.85, 1.81], [-10.70, -5.07, 1.59], [-9.51, -3.89, 3.10], [-11.22, -2.73, 1.86], [-11.70, -2.39, 0.60], [-12.29, -3.30, 2.59], [-10.82, -1.62, 2.62], [-4.14, 0.01, 1.75], [-4.85, 1.70, 1.71], [-3.83, 2.82, 1.86], [-5.86, 1.96, 0.63], [1.44, 0.71, 3.42], [0.01, -0.32, 2.71], [-0.28, 1.31, 3.48], [1.08, 0.75, 0.62], [1.29, 2.38, 1.60], [-0.91, 3.13, 0.91], [-1.54, 1.61, 1.74], [-1.19, 2.08, -1.27], [-0.76, 0.37, -0.64], [-3.10, 1.06, -1.42], [-1.95, -0.50, 1.00], [-2.33, -1.10, -0.87], [-3.96, -2.60, 1.67], [-2.16, -2.83, 1.14], [-3.48, -3.08, -0.11], [-5.08, 0.22, -1.12], [-4.30, -1.18, -1.91], [-6.85, -0.99, -0.41], [-5.91, -2.04, 0.72], [-3.39, 0.03, 2.63], [-4.98, -0.68, 2.14], [-5.59, 1.80, 2.91], [1.85, 3.73, -4.00], [2.51, 2.72, -3.03], [4.01, 2.56, -3.35], [4.31, 1.70, -4.56], [3.58, 0.36, -4.47], [2.07, 0.53, -4.25], [1.77, 1.42, -3.09], [2.04, 0.72, -1.95], [1.42, 1.08, -5.54], [1.42, -0.87, -4.09], [2.41, 3.41, -1.64], [0.81, 3.47, -4.21], [1.82, 4.74, -3.59], [2.38, 3.80, -4.95], [4.52, 2.11, -2.49], [4.47, 3.55, -3.49], [4.04, 2.22, -5.48], [5.39, 1.52, -4.63], [3.76, -0.21, -5.39], [4.02, -0.23, -3.66], [0.35, 1.27, -5.39], [1.52, 0.36, -6.35], [1.88, 2.00, -5.90], [1.86, -1.44, -3.27], [1.57, -1.46, -4.99], [0.35, -0.79, -3.91], [1.37, 3.54, -1.34], [2.87, 4.40, -1.67], [2.93, 2.86, -0.86], [7.15, -0.60, 4.13], [5.86, -0.39, 3.30], [5.91, -1.23, 2.01], [6.80, -0.65, 0.91], [6.46, 0.81, 0.66], [6.50, 1.66, 1.95], [5.68, 1.07, 3.04], [4.38, 1.28, 2.74], [7.97, 1.82, 2.40], [6.07, 3.11, 1.61], [4.74, -0.98, 4.19], [7.43, 0.31, 4.68], [7.04, -1.37, 4.89], [8.00, -0.90, 3.52], [4.89, -1.32, 1.60], [6.24, -2.25, 2.24], [7.85, -0.76, 1.18], [6.66, -1.22, -0.01], [7.16, 1.22, -0.08], [5.46, 0.87, 0.20], [8.04, 2.37, 3.34], [8.55, 2.38, 1.65], [8.50, 0.88, 2.52], [5.07, 3.16, 1.16], [6.75, 3.55, 0.88], [6.08, 3.74, 2.50], [4.63, -0.42, 5.13], [4.96, -2.02, 4.45], [3.77, -1.00, 3.69]], "homo_energy_ev": [-4.4, -4.4], "lumo_ev": [2.01, 1.53], "total_charge": -1, "gap_ha": [0.237, 0.219], "spin_multiplicity": 3}

no.,molecular weight (g/mol)
1,534.59
2,239.30
3,861.79
4,331.37
5,665.53
6,1124.66
7,858.85